C5H11NO | wB97M-V/def2-TZVPD

**LUMO**: 0.898 eV
**HOMO-LUMO gap**: 0.3370 Eh
**SMILES**: CCN(C)CC=O

```
18
C5H11NO, DFT wB97M-V/def2-TZVPD
C 1.43 -1.56 -1.03
C -0.10 -1.56 -0.43
N -0.79 -0.18 -0.29
C -0.74 0.92 -1.29
C -1.28 0.49 0.99
C 0.30 0.58 1.21
O 1.14 1.46 1.32
H 1.09 -0.68 -1.66
H 1.63 -2.63 -1.35
H 1.96 -1.37 -0.10
H -0.15 -1.90 0.63
H -0.82 -2.12 -1.01
H 0.15 1.59 -0.95
H -1.63 1.50 -1.25
H -0.66 0.46 -2.27
H -1.51 1.64 1.15
H -2.13 -0.11 1.28
H 0.54 -0.47 1.47
```


C4H9NO | wB97M-V/def2-TZVPD

**LUMO**: 0.957 eV
**HOMO-LUMO gap**: 0.3928 Eh

```
15
C4H9NO, DFT wB97M-V/def2-TZVPD
C -2.15 0.49 0.09
C -1.34 -0.50 -0.74
N 0.10 -0.23 -0.62
C 0.77 -0.68 0.41
O 0.78 -1.35 1.38
C 2.42 0.28 0.11
H -3.22 0.34 -0.05
H -1.90 1.52 -0.20
H -1.92 0.37 1.15
H -1.55 -1.53 -0.43
H -1.59 -0.42 -1.80
H 1.30 0.36 -0.64
H 2.81 0.94 -0.69
H 3.08 -0.58 0.15
H 2.44 0.85 1.04
```


C3H9N4 | wB97M-V/def2-TZVPD

**Charge**: +1
**LUMO**: -5.049 eV
**HOMO-LUMO gap**: 0.3299 Eh
**SMILES**: C/N=[N+](C)/N=C/N

```
16
C3H9N4, DFT wB97M-V/def2-TZVPD
C 0.41 -0.93 2.02
N 0.16 -0.65 0.65
N -0.01 0.38 -0.01
C -0.35 1.64 0.66
N -0.06 0.39 -1.33
C 0.12 -0.75 -2.01
N 0.14 -0.89 -3.31
H 0.32 -1.96 2.24
H 1.24 -0.41 2.38
H -0.28 -0.35 2.65
H -1.28 1.66 1.03
H -0.44 2.51 -0.16
H 0.50 1.73 1.33
H 0.15 -1.69 -1.54
H 0.50 -1.69 -3.75
H 0.18 0.00 -3.83
```


C4H8NO2 | wB97M-V/def2-TZVPD

**LUMO (alpha / beta)**: 0.467 / -3.589 eV
**Multiplicity**: 2
**Expectation value of S²**: 0.76
**HOMO-LUMO gap (alpha / beta)**: 0.3554 / 0.2057 Eh

```
15
C4H8NO2, DFT wB97M-V/def2-TZVPD
O 0.57 -1.70 1.11
C 0.01 -0.87 0.40
N -0.21 -0.96 -0.92
C -0.37 -0.16 -2.56
O 0.40 0.73 -2.93
C -0.49 0.45 1.07
C 0.70 0.97 1.90
H 0.26 -1.80 -1.26
H -1.43 0.05 -2.34
H -0.36 -1.20 -2.95
H -0.82 1.02 0.21
H -1.35 0.33 1.72
H 1.08 1.96 1.67
H 1.58 0.33 1.93
H 0.42 0.86 2.95
```